Formula: C3H10NO
Source: OMol25
Level of theory: ωB97M-V/def2-TZVPD

Structure (XYZ):
```
15
Properties=species:S:1:pos:R:3:forces:R:3
N -1.2467 -1.6084 1.8433 -0.3 -0.2 0.0
H -0.6187 -0.8124 1.9763 0.0 0.0 0.0
H -0.7677 -2.4851 2.0628 0.0 0.0 0.0
H -2.0759 -1.5123 2.4360 0.1 0.0 0.1
H -1.5606 -1.6248 0.8694 0.1 0.0 -0.1
C 1.2320 1.5699 -2.0305 -0.2 -0.2 0.1
C 0.9345 0.6401 -1.1342 0.4 0.4 0.6
O 1.7837 -0.4189 -0.9017 -0.3 -0.4 -0.2
C -0.2727 0.7213 -0.2441 0.0 0.6 -0.3
H 0.6747 2.4939 -2.0094 -0.2 -0.1 -0.5
H 2.0325 1.4338 -2.7419 0.2 0.2 0.2
H 1.6796 -0.7360 0.0030 0.1 0.1 -0.2
H -0.8377 1.6211 -0.4802 0.1 0.1 0.1
H -0.9714 -0.0913 -0.4622 0.1 -0.3 0.2
H 0.0145 0.8091 0.8135 -0.1 -0.2 0.0
```
Positions in Å, forces in eV/Å.

charge	+1
max |F|	0.80	eV Å⁻¹
2S+1	1
Kohn-Sham gap	7.491	eV
ΔE to the lowest compared entry with this formula, charge and spin	153.82	kJ/mol

Formula: C5H9Cl5N2O9P3
Source: OMol25
Level of theory: ωB97M-V/def2-TZVPD

Structure (XYZ):
```
33
Properties=species:S:1:pos:R:3:forces:R:3
N 2.6396 1.2080 -0.8460 -0.3 0.1 -0.1
P 1.0759 1.0925 -0.9113 1.2 0.1 0.4
N 0.5291 -0.5348 -0.9240 -1.3 0.7 -0.8
C 0.9393 -1.0866 -2.2246 0.8 0.2 0.2
C 1.5351 -2.4645 -2.0920 -0.4 -0.6 0.8
O 1.4279 -3.2281 -1.1992 0.3 0.4 -0.5
Cl 2.5282 -2.8918 -3.5343 0.0 0.0 -0.2
C -0.9262 -0.7576 -0.5500 0.2 0.2 1.0
C -1.5204 -2.0581 -1.2240 0.5 0.5 -0.7
O -1.8680 -1.7981 -2.4033 0.0 -0.1 -0.6
O -1.5083 -3.0946 -0.5993 -0.3 -0.7 0.5
P -2.1008 0.5950 -0.9855 -0.3 0.3 0.6
O -1.9855 1.7757 -0.1088 0.2 0.0 -0.5
O -1.8735 0.9499 -2.5224 0.5 0.3 -0.1
O -3.5485 -0.0649 -0.9148 0.0 -0.1 0.0
P -0.9363 -0.9645 1.2759 -0.7 -0.6 0.0
O -2.2664 -1.2016 1.8448 0.2 0.3 0.0
O 0.1183 -2.1293 1.5500 0.1 0.1 0.4
O -0.1691 0.2928 1.9106 0.3 -0.2 -0.2
H 2.9348 1.7213 -0.0247 0.2 -0.2 0.0
H 0.5885 1.6295 -2.1095 -0.3 0.0 0.0
H 0.4111 1.7155 0.1370 -0.4 0.0 -0.2
H 0.1520 -1.0938 -2.9770 -0.1 -0.3 0.1
H 1.7577 -0.4798 -2.6265 0.0 0.0 0.1
H -1.5987 0.1373 -2.9852 -0.5 -0.4 0.0
H -4.1899 0.5192 -1.3377 -0.1 -0.1 0.1
H -0.3812 -2.8685 1.9240 0.1 -0.2 -0.3
H 0.7797 0.0988 1.9164 0.0 0.0 0.2
C 1.4893 2.9957 4.5066 0.0 0.0 0.0
Cl 1.6833 1.5920 5.5601 0.0 0.0 0.0
Cl 1.6894 2.5011 2.8291 0.2 0.2 0.0
Cl -0.1182 3.6824 4.7280 0.0 0.0 0.0
Cl 2.7118 4.2102 4.9176 0.0 0.0 0.0
```
Positions in Å, forces in eV/Å.

charge	-1
max |F|	1.70	eV Å⁻¹
2S+1	1
Kohn-Sham gap	8.048	eV
ΔE to the lowest compared entry with this formula, charge and spin	0.00	kJ/mol

Formula: C9H20N2Si
Source: OMol25
Level of theory: ωB97M-V/def2-TZVPD

Structure (XYZ):
```
32
Properties=species:S:1:pos:R:3:forces:R:3
C 1.5882 -0.3069 -0.5251 -1.1 -0.3 -0.4
C 1.8397 -1.5616 -1.2944 -2.2 -2.9 -0.1
C 3.1014 -2.0848 -0.6081 0.1 -1.5 0.2
C -2.4553 -1.0943 0.8701 4.4 -2.2 1.9
C -0.6001 0.1436 2.1529 0.3 -1.7 -1.3
C -2.2767 1.3443 0.8564 -0.3 -2.6 -3.3
C -1.1457 0.5247 -2.0906 2.2 1.2 0.3
C 0.9163 2.2418 -0.2119 -1.5 -1.4 1.8
C -1.4139 0.0483 0.9015 -0.2 1.1 -1.6
N 2.3460 -0.5512 0.7080 -3.0 1.8 0.9
N 3.2564 -1.3570 0.6644 1.8 -0.9 -0.6
Si -0.1636 0.5563 -0.4946 1.3 0.5 0.2
H 2.1802 0.3312 -1.1083 0.7 1.8 -0.7
H 0.9614 -2.3025 -1.2069 1.3 0.7 0.2
H 1.8808 -1.4233 -2.3908 0.5 0.2 0.6
H 3.0914 -3.1301 -0.3376 -0.2 -0.5 -0.3
H 3.9543 -1.9315 -1.2138 1.1 0.3 -0.6
H -2.4187 -1.5013 1.9071 -0.5 0.1 -0.5
H -3.3974 -0.8374 0.6459 -3.3 1.3 -0.7
H -2.2535 -1.9724 0.2643 0.5 -0.1 -0.3
H 0.0390 0.9462 2.0568 1.3 2.0 0.3
H 0.0396 -0.6686 2.3928 0.4 -1.2 -0.1
H -1.2669 0.2668 2.9055 -1.8 0.6 2.9
H -2.2187 1.8741 1.6881 -0.1 2.2 4.0
H -1.9172 1.9749 0.0991 0.4 1.4 -1.2
H -3.2875 1.1158 0.5406 -0.3 0.2 0.3
H -0.5291 1.0369 -2.8328 0.0 -0.5 -0.4
H -1.4208 -0.4475 -2.3467 -0.3 -1.7 -0.8
H -2.0159 1.1093 -2.0490 -1.3 0.8 0.4
H 0.8339 3.2185 -0.5830 -0.9 1.2 -1.2
H 0.7881 2.4043 0.8568 -0.2 0.2 0.5
H 1.9644 2.0332 -0.2168 0.6 -0.5 -0.5
```
Positions in Å, forces in eV/Å.

max |F|	5.26	eV Å⁻¹
2S+1	3
Kohn-Sham gap (spin up / spin down)	6.749 / 8.093	eV

Formula: F6H24O12P
Source: OMol25
Level of theory: ωB97M-V/def2-TZVPD

Structure (XYZ):
```
43
Properties=species:S:1:pos:R:3:forces:R:3
P 0.4156 0.4041 0.8708 -0.6 -1.7 0.9
F 0.4390 -0.5542 2.2157 -0.2 0.7 -0.3
F 1.2486 -0.7846 0.0897 0.0 1.2 0.3
F -0.9870 -0.3283 0.4495 0.3 -0.5 -0.7
F 0.4010 1.3384 -0.4074 1.0 -0.2 -1.6
F -0.5337 1.5191 1.4840 -0.4 1.0 2.2
F 1.7373 1.1491 1.4954 -0.2 -0.4 -0.8
O -4.2615 2.1737 -4.0520 -0.2 0.0 -0.3
H -3.8809 2.9135 -3.5787 0.1 0.2 0.2
H -4.1917 1.4380 -3.4437 0.1 -0.2 0.2
O 0.5498 -2.5245 -5.9386 -0.1 0.2 -0.1
H 0.8681 -3.0471 -5.2026 0.1 -0.1 0.3
H 0.8144 -3.0176 -6.7152 0.1 -0.1 -0.2
O -5.2898 3.2901 3.1487 -0.2 0.0 -0.1
H -4.9802 4.1127 3.5278 0.1 0.2 0.1
H -4.6381 2.6421 3.4164 0.2 -0.2 0.0
O 3.1486 0.2081 7.0098 0.3 -0.1 0.2
H 2.3406 0.1804 7.5223 -0.2 0.0 0.1
H 2.9033 0.6537 6.1989 -0.1 0.1 -0.3
O 5.8601 2.0391 -1.5096 0.1 0.2 -0.2
H 6.6797 1.5567 -1.4009 0.2 -0.1 0.0
H 5.2526 1.6205 -0.8998 -0.3 -0.1 0.2
O 1.1188 4.2655 5.4965 -0.2 0.1 0.2
H 1.9398 4.7165 5.6933 0.2 0.1 0.1
H 1.3177 3.7290 4.7291 0.0 -0.2 -0.3
O 5.3094 -3.4772 -3.9054 0.1 0.1 -0.2
H 5.3695 -4.4168 -3.7331 0.0 -0.2 0.0
H 4.9288 -3.1107 -3.1071 -0.1 0.2 0.2
O -2.9680 4.4951 -0.7173 -0.2 0.2 -0.3
H -3.4461 4.2570 0.0770 -0.1 -0.1 0.2
H -2.0541 4.2930 -0.5170 0.3 -0.2 0.0
O 0.4951 -6.2015 -2.9780 0.0 0.1 -0.2
H 0.4792 -5.7906 -2.1136 0.0 0.2 0.2
H 0.6276 -7.1324 -2.7988 0.0 -0.2 0.0
O 1.8264 5.2446 -4.0773 0.0 0.3 -0.2
H 1.4406 4.4298 -4.3989 -0.1 -0.2 -0.1
H 2.0462 5.0619 -3.1638 0.1 -0.1 0.2
O -3.7788 -5.1234 -0.4499 0.0 -0.3 0.0
H -3.0475 -4.5846 -0.7518 0.2 0.2 -0.1
H -4.4096 -4.4959 -0.0971 -0.2 0.2 0.1
O -3.9701 -4.1414 4.3217 -0.2 0.1 0.1
H -3.4964 -4.8345 4.7816 0.1 -0.1 0.1
H -3.6248 -4.1662 3.4293 0.1 0.1 -0.3
```
Positions in Å, forces in eV/Å.

charge	-1
max |F|	2.45	eV Å⁻¹
2S+1	1
Kohn-Sham gap	10.844	eV
ΔE to the lowest compared entry with this formula, charge and spin	297.61	kJ/mol

Formula: C3H5IO
Source: OMol25
Level of theory: ωB97M-V/def2-TZVPD

Structure (XYZ):
```
10
Properties=species:S:1:pos:R:3:forces:R:3
O -1.6188 2.3357 -1.0099 -0.3 -1.3 1.2
C -1.5277 1.3867 -0.3277 0.9 -0.2 -1.2
C -1.0893 0.2406 0.2606 -3.6 1.9 -1.5
I -2.4878 -1.2950 0.5663 0.3 0.2 -0.1
H -0.4838 0.5450 1.0352 1.5 -0.1 1.9
C 1.4079 -0.6418 -0.1007 0.7 0.5 -1.0
H 0.4939 -1.1581 -0.3933 0.4 -0.1 0.4
H 1.2930 0.4466 -0.3101 0.4 -1.0 0.0
H 2.2517 -1.0744 -0.6151 0.2 0.1 -0.9
H 1.7609 -0.7853 0.8948 -0.6 0.0 1.2
```
Positions in Å, forces in eV/Å.

max |F|	4.35	eV Å⁻¹
2S+1	1
Kohn-Sham gap	8.589	eV
ΔE to the lowest compared entry with this formula, charge and spin	135.29	kJ/mol
structure (SMILES)	O=C=CI.C

Formula: C5H10N2O
Source: OMol25
Level of theory: ωB97M-V/def2-TZVPD

Structure (XYZ):
```
18
Properties=species:S:1:pos:R:3:forces:R:3
C 1.3365 -1.2363 1.0769 2.0 -0.3 -2.1
C 1.0062 -1.2730 -0.5185 -2.0 1.0 1.5
C -0.4433 -0.7826 -0.8219 -3.1 -4.6 -1.7
C -1.7018 -0.8306 0.3266 2.4 1.9 0.5
C 0.4935 1.3143 -0.3141 0.0 5.6 3.5
H 2.7224 -1.9874 0.6689 -3.5 1.8 2.3
H 0.1431 -1.9765 2.1808 3.0 1.3 -2.7
H 1.4499 0.5537 1.3031 0.3 -2.8 -0.6
H 1.4283 -1.9719 -1.3856 -0.4 2.0 2.3
H -0.7801 -1.2688 -1.9262 0.5 1.7 3.0
H -2.5383 -1.7066 0.3168 1.8 2.5 -1.0
H -1.2627 -0.9824 1.4435 -0.7 0.6 -2.8
H -2.9561 0.6607 0.9321 1.7 1.4 -1.4
H -2.5616 1.2092 -0.8560 1.7 -1.9 4.5
H -0.6048 1.7725 -0.2407 2.8 -0.8 -0.8
N -2.0528 0.8347 0.3270 -5.2 -3.3 -2.0
N 0.5665 0.1737 -0.9031 0.4 -2.9 -1.1
O 1.4022 1.9360 0.3879 -1.8 -3.1 -1.5
```
Positions in Å, forces in eV/Å.

max |F|	6.61	eV Å⁻¹
2S+1	1
Kohn-Sham gap	8.543	eV
ΔE to the lowest compared entry with this formula, charge and spin	1477.19	kJ/mol

no.,E_tot (Ha)
1,-249.99522
2,-4307.90343
3,-753.68867
4,-1858.09796
5,-490.16141
6,-380.72281